Record 1
12
Properties=species:S:1:pos:R:3:lowdin_charge:R:1 method="wB97M-V/def2-TZVPD" total_charge=-1 energy_ha=-795.3246
S -2.4612 -0.8287 -1.4573 0.534
O 0.1050 -1.2848 -1.7077 -0.074
O 1.1880 1.8693 -0.2166 -0.024
O -0.9630 2.3264 -0.0730 -0.052
N 0.0025 1.4774 -0.0059 -0.392
C -0.8655 -0.8065 -1.2066 -0.987
C -0.3003 0.1811 0.3680 -0.277
C 0.9111 -0.6658 0.7681 -0.102
H 1.3579 -0.9994 -0.2044 0.063
H 0.6425 -1.5525 1.4693 0.097
H -1.2585 0.2246 0.9645 0.129
H 1.6415 0.0589 1.3015 0.085

Record 2
104
Properties=species:S:1:pos:R:3:lowdin_charge:R:1 method="wB97M-V/def2-TZVPD" total_charge=+3 energy_ha=-3384.4891
Pd 0.4048 0.2335 -0.0775 0.778
S -0.5491 2.5156 4.1487 0.942
S -0.4267 -0.7215 2.3946 0.954
S 2.0692 1.2861 1.6408 0.882
P 0.5783 1.0653 -2.4484 1.217
O -1.5546 1.3035 0.0834 -0.126
N -1.2762 -1.2190 -0.5194 -0.005
N -2.4604 -0.6859 -0.5757 0.128
N 1.3118 -1.8328 -0.3703 0.045
C 0.2799 2.9058 -2.2554 -0.386
C 0.7007 3.8098 -3.4310 -0.173
C 0.8549 4.9236 -0.8816 -0.173
C 1.9599 4.6181 -3.1435 -0.175
C -3.8594 1.2506 -0.4426 -0.156
C -1.0449 -0.9377 -3.7688 -0.212
C 0.4349 -2.8217 -0.6543 -0.208
C -0.9911 1.2906 -4.8537 -0.165
C 0.8916 3.3987 -0.9342 -0.261
C -2.0254 -3.5112 -0.9581 0.028
C -6.3519 2.4551 -0.6235 -0.018
C -2.5180 -1.2124 -4.0664 -0.176
C -2.5454 0.6275 -0.3083 -0.422
C 0.5535 3.3579 2.9581 -0.489
C 2.2264 -0.0669 2.8639 -0.472
C 2.1844 -0.5712 -4.0780 -0.195
C -4.9581 0.5248 -0.9205 -0.011
C -0.9881 -2.4736 -0.6930 -0.245
C 4.6019 1.1684 -3.5805 -0.166
C -0.8886 0.5610 -3.5084 -0.392
C 3.3869 1.0956 -2.6475 -0.209
C -2.0289 0.6026 -5.7650 -0.159
C -1.7680 1.6638 3.0817 -0.495
C 4.5036 0.1691 -4.7325 -0.179
C 3.6352 -1.0141 -4.3390 -0.178
C -3.1067 -0.1267 -4.9751 -0.175
C -4.0171 2.5989 -0.0960 -0.012
C 1.9245 2.7289 2.7664 -0.431
C -5.2574 3.1953 -0.1816 -0.037
C 2.2465 -4.3899 -0.8913 0.024
C -1.7969 0.1486 3.2248 -0.442
C 2.6078 -2.1059 -0.3254 -0.112
C 2.1255 0.8379 -3.4741 -0.383
C 0.9298 -0.3872 3.5754 -0.468
C -6.1937 1.1324 -1.0223 -0.034
C 1.8044 5.5210 -1.9215 -0.169
C 0.8880 -4.1204 -0.9113 0.051
C 3.1278 -3.3640 -0.5872 0.012
H 2.7902 5.6987 -1.4852 0.121
H 3.6440 -1.7684 -5.1240 0.125
H -3.1598 3.1648 0.2437 0.115
H 3.2686 -1.2844 -0.0766 0.114
H -3.8314 -0.5710 -5.6598 0.126
H 2.0896 1.5833 -4.2753 0.126
H 0.3104 2.9697 -0.1080 0.048
H -2.6153 -2.1940 -4.5323 0.123
H 5.4994 0.9675 -2.9908 0.124
H -0.7058 -1.5395 -2.9251 0.073
H 0.7129 4.3404 3.4074 0.091
H 1.7106 -1.2928 -3.4052 0.092
H -4.8224 -0.5115 -1.1933 0.110
H -2.4924 1.3538 -6.4053 0.129
H 2.5865 3.4752 2.3279 0.089
H 4.7199 2.1769 -3.9794 0.119
H -2.7399 2.0527 3.3929 0.091
H 2.3479 2.4189 3.7196 0.096
H 1.1326 5.2818 0.1102 0.114
H -7.0418 0.5805 -1.4020 0.123
H 4.0492 -1.4730 -3.4382 0.108
H 0.1808 -4.9056 -1.1269 0.132
H 0.8491 3.2372 -4.3454 0.090
H 1.6459 -0.5806 -5.0261 0.116
H 0.6072 0.4392 4.2118 0.020
H -3.0815 -1.2512 -3.1306 0.088
H -0.8108 2.9655 -2.1412 0.117
H -3.0141 -3.0599 -0.9541 0.091
H -1.9904 -4.2889 -0.1952 0.115
H 4.1903 -3.5325 -0.5544 0.134
H -0.1108 4.5131 -3.6285 0.139
H 4.0894 0.6458 -5.6274 0.125
H 2.6092 -5.3844 -1.0997 0.140
H -7.3277 2.9160 -0.6462 0.125
H 2.9885 0.2308 3.5858 0.107
H 2.5956 -0.9304 2.3119 0.063
H 3.3137 2.0237 -2.0788 0.089
H -1.5873 1.9490 2.0462 0.036
H 1.9284 3.0642 -0.8332 0.087
H 2.1973 5.2276 -4.0166 0.130
H -5.3807 4.2325 0.0930 0.121
H 2.8072 3.9430 -3.0073 0.097
H -0.0271 1.2899 -5.3628 0.112
H -1.8608 -3.9973 -1.9190 0.111
H 1.4276 6.5020 -2.2192 0.125
H -3.6614 0.6044 -4.3799 0.115
H -2.6985 -0.2322 2.7437 0.088
H -0.4444 -1.2230 -4.6313 0.113
H -0.1688 5.2564 -1.0679 0.126
H -1.2911 2.3252 -4.6969 0.115
H 1.0494 -1.2805 4.1895 0.107
H -1.5270 -0.1133 -6.4193 0.125
H 3.5039 0.2805 -1.9288 0.094
H 5.5025 -0.1734 -5.0156 0.127
H -1.8000 -0.1665 4.2668 0.104
H -1.7415 0.8648 -2.8824 0.104
H 0.0207 3.4829 2.0179 0.061

Record 3
22
Properties=species:S:1:pos:R:3:lowdin_charge:R:1 method="wB97M-V/def2-TZVPD" energy_ha=-906.5137
P -1.1100 0.7507 2.1984 0.882
F -5.1602 -0.2965 -1.4209 0.003
F -4.0892 1.4223 -0.5940 0.026
N -2.9559 -0.5807 -0.8008 0.122
C -0.8459 -1.6249 -0.4857 -0.031
C 1.0935 -0.2392 -0.3088 -0.331
C -1.1551 0.7353 0.2751 -0.462
C 0.3102 0.8186 -0.0385 -0.145
C 2.6420 -0.0546 -0.5544 -0.028
C 0.5655 -1.5115 -0.4669 -0.052
C -1.7133 -0.5071 -0.3788 -0.279
C -4.1134 0.0367 -0.5226 -0.267
H -1.1932 -0.6193 2.3331 -0.110
H 0.8425 1.8853 0.1150 0.153
H -1.4291 -2.5160 -0.7363 0.109
H -2.4136 1.0542 2.5382 -0.140
H 3.0460 0.0062 -1.5324 0.053
H 3.0790 -0.8033 0.0909 0.067
H 1.1042 -2.4733 -0.5636 0.121
H -3.2389 -1.4582 -1.0916 0.131
H -1.7216 1.5757 -0.0747 0.090
H 2.7575 1.0215 -0.1565 0.088

Record 4
15
Properties=species:S:1:pos:R:3:mulliken_spin:R:1 method="wB97M-V/def2-TZVPD" total_charge=+1 multiplicity=3 energy_ha=-395.2005
O 1.2335 -0.0916 1.8282 0.379
O 1.2227 1.3066 -1.8816 0.004
N 1.5455 1.5414 -0.4824 0.052
N -1.3891 0.1840 -0.5954 0.502
N -0.6805 -0.5056 0.5017 0.454
C 0.4437 -0.1455 1.0033 0.519
C -1.2828 -1.6712 1.0741 0.049
H -0.7422 0.7668 -1.1237 -0.017
H -1.7303 -0.6590 -1.0568 0.010
H 2.0571 0.9951 -2.3625 0.000
H -2.3206 -1.6261 1.1735 0.015
H 2.5311 1.7601 -0.2341 -0.002
H -0.8950 -1.9540 2.1550 0.010
H 1.0875 2.5338 -0.3765 -0.004
H -1.0805 -2.4350 0.3773 0.027

Record 5
11
Properties=species:S:1:pos:R:3:lowdin_charge:R:1 method="wB97M-V/def2-TZVPD" smiles="CC(C)=[N+]=O" total_charge=+1 energy_ha=-247.4766
O 2.7062 0.1706 -0.2405 0.273
N 1.4873 -0.0319 -0.1730 0.135
C -0.5138 -1.4006 0.0441 0.059
C -0.2942 1.3181 -0.0100 0.037
C 0.2068 -0.1099 0.0116 -0.179
H -1.3081 -1.3071 -0.6104 0.091
H -0.9519 1.4150 -0.8230 0.086
H -0.9819 -1.4875 0.9905 0.111
H 0.0271 -2.2940 -0.1146 0.105
H -0.9394 1.6397 0.8678 0.139
H 0.5619 2.0874 0.0576 0.143

Record 6
118
Properties=species:S:1:pos:R:3:mulliken_spin:R:1 method="wB97M-V/def2-TZVPD" total_charge=+2 multiplicity=3 energy_ha=-4028.9336
W -13.5236 21.9376 6.6726 0.771
S -9.2569 24.0822 4.1009 0.000
S -13.1729 23.7159 9.5353 0.003
O -14.2578 20.7606 5.1003 0.024
O -11.2414 25.0787 2.4554 -0.005
O -16.5218 19.3298 7.5494 0.007
O -8.5971 25.3041 4.6325 0.000
O -14.7882 20.7647 7.5895 0.029
O -13.3826 23.4667 8.0162 0.015
O -11.8734 21.5896 7.5491 0.011
O -12.0931 20.6716 6.5223 0.093
O -7.4054 21.0502 -6.2065 0.037
N -11.9565 22.1068 3.7797 0.012
N -13.0286 19.6909 2.9167 0.006
N -10.4557 22.7852 -0.8329 -0.049
N -15.4382 23.2034 6.5867 -0.017
N -11.1903 20.7843 -1.4153 0.026
N -13.2988 23.4128 5.1509 0.058
C -11.0498 22.1786 0.2283 0.142
C -19.1152 20.4772 4.7368 0.000
C -8.1452 22.5575 -4.5988 -0.016
C -9.4888 20.5869 -5.1356 -0.003
C -6.8001 21.0710 3.9888 0.000
C -15.8036 16.4251 4.1639 0.000
C -19.0817 21.5475 3.8434 0.000
C -6.6077 21.9841 1.7868 0.000
C -13.3462 18.4208 2.4862 -0.003
C -8.9572 22.8221 -3.5174 0.031
C -11.4399 20.8591 -0.1425 0.226
C -15.9245 26.6503 5.3130 0.004
C -10.5541 21.8966 -1.8200 0.058
C -10.6842 24.0282 1.6014 0.010
C -13.6533 22.2612 10.4628 0.008
C -12.8552 23.0613 3.9262 0.032
C -7.4332 19.8093 -6.8714 0.003
C -8.1157 22.9610 3.3706 -0.003
C -15.3997 19.9165 5.4237 0.010
C -12.3633 18.6741 0.3590 0.061
C -15.3064 24.3916 5.9433 0.046
C -11.2582 25.1863 10.4785 -0.001
C -13.7698 17.8856 5.4215 0.001
C -16.6828 20.4881 4.8293 -0.006
C -10.3749 23.1108 9.5050 -0.001
C -8.8996 24.8433 10.2611 0.000
C -9.8761 24.7168 2.5963 -0.004
C -17.8839 21.9697 3.3730 0.000
C -12.3378 20.3935 2.0461 0.103
C -14.8779 26.7371 4.4629 -0.002
C -15.0161 18.4927 5.1287 0.005
C -17.9101 19.9821 5.2480 0.000
C -8.3435 21.3630 -5.2981 0.078
C -9.9624 25.6585 10.6691 0.000
C -13.0400 17.8716 1.2440 -0.026
C -16.4582 23.0886 7.4352 -0.006
C -16.1905 25.5016 6.1121 -0.013
C -7.7501 22.0107 4.3077 0.000
C -14.5855 15.7916 4.4753 0.000
C -13.9442 25.6424 4.3751 0.006
C -7.5827 22.9181 2.0991 0.000
C -17.3241 24.1497 7.7908 -0.005
C -11.4498 23.8936 9.9657 0.002
C -12.0425 20.0011 0.7163 -0.035
C -9.1028 23.6173 9.6475 0.000
C -13.5814 16.5477 5.1183 0.003
C -17.1464 25.3245 7.1037 0.002
C -15.6522 19.9488 6.9895 0.013
C -11.8460 21.7583 2.4835 0.212
C -16.6575 21.4532 3.8732 0.000
C -10.2985 20.8775 -4.0567 0.049
C -15.9718 17.7764 4.4247 0.001
C -10.0020 21.8961 -3.1048 0.064
C -14.1781 24.5171 5.0973 -0.046
C -6.1943 21.0328 2.7157 0.000
C -11.2630 22.6387 1.5432 -0.051
H -5.5434 20.2309 2.4127 0.000
H -8.2345 19.8509 -7.6121 0.001
H -17.8457 26.1004 7.3176 0.000
H -11.9905 18.2788 -0.6068 0.007
H -9.1702 25.4906 2.2821 0.000
H -13.1705 25.7544 3.6423 0.002
H -13.7004 20.3725 4.3509 -0.003
H -11.0872 19.9217 -1.9010 0.000
H -10.5093 24.3694 0.6094 -0.001
H -7.5358 18.9449 -6.1995 -0.001
H -20.0792 20.1066 5.0963 0.000
H -13.9593 22.6409 11.4359 0.000
H -7.3305 23.2088 -4.9240 -0.001
H -16.6130 15.8494 3.6721 0.000
H -13.3083 16.8477 1.0022 0.000
H -13.9273 17.8564 3.2051 0.034
H -12.9752 18.4245 5.8720 -0.003
H -17.8278 22.7342 2.6281 0.000
H -14.3624 14.7869 4.1650 0.000
H -6.5567 20.2896 4.6490 0.000
H -17.8979 19.1432 5.9093 0.000
H -14.5259 21.8109 9.9560 -0.004
H -19.9901 21.9319 3.3838 0.000
H -12.8225 21.5791 10.6474 0.000
H -12.1567 25.7658 10.7673 0.000
H -14.6493 27.6465 3.8828 0.000
H -9.7975 26.6039 11.1558 0.000
H -12.6545 16.0678 5.3774 0.000
H -13.2204 23.6243 3.0398 -0.002
H -8.2550 22.0217 5.2878 0.000
H -6.2031 21.9924 0.7811 0.000
H -7.8404 23.6394 1.3719 0.000
H -16.5667 27.4935 5.4558 0.000
H -8.2576 23.0245 9.2346 0.000
H -9.6477 19.7727 -5.7997 -0.001
H -11.1485 20.1991 -3.9268 -0.002
H -8.7048 23.7254 -2.9608 -0.001
H -6.5093 19.7740 -7.3983 0.000
H -16.5867 22.1257 7.9262 0.004
H -15.7335 21.8682 3.4581 -0.001
H -10.5002 22.1372 9.0994 -0.001
H -18.0442 24.0506 8.5692 0.000
H -7.9125 25.2307 10.4197 0.000
H -16.8637 18.2767 4.0941 -0.001

Record 7
17
Properties=species:S:1:pos:R:3:lowdin_charge:R:1 method="wB97M-V/def2-TZVPD" smiles="C=CC.CC" energy_ha=-197.6276
C 2.1475 -0.8788 0.8586 -0.235
C 1.7395 -2.1011 0.5516 -0.046
C -2.5263 0.7104 -1.2842 -0.191
C -3.4054 1.8416 -0.7680 -0.193
C 3.5818 -0.4992 1.3448 -0.105
H 4.4141 -0.9715 0.8299 0.060
H -4.4485 1.6228 -1.1057 0.067
H -1.4594 0.8760 -1.0583 0.056
H -2.7168 -0.2803 -0.8655 0.054
H 1.0121 -2.3410 -0.2222 0.046
H 2.2442 -3.0265 0.8947 0.061
H 3.6743 -1.0430 2.2851 0.063
H 1.4626 -0.0430 0.7112 0.078
H -3.3152 2.7636 -1.3856 0.062
H -3.2953 2.1599 0.2894 0.068
H -2.7046 0.5884 -2.3842 0.076
H 3.5953 0.6217 1.3082 0.078